{
  "formula": "C5H9NO",
  "method": "the ωB97M-V functional and the def2-TZVPD basis",
  "energy_ev": -8865.9561,
  "smiles": "[H]/N=C/C(C)=O.C=C",
  "species": ["C", "C", "C", "C", "O", "H", "H", "H", "H", "H", "H", "C", "N", "H", "H", "H"],
  "positions_angstrom": [[-0.9412, -1.3650, -0.6998], [-0.5471, -0.5227, 0.4831], [1.6216, 0.5313, -0.5002], [2.5774, 0.1963, 0.3669], [-0.2065, -0.9759, 1.5689], [1.7482, 0.4107, -1.5717], [-1.8469, -1.9263, -0.4633], [-0.1317, -2.0689, -0.9077], [-1.1194, -0.7449, -1.5797], [2.4086, 0.2983, 1.4352], [3.4794, -0.3188, 0.0491], [-1.3730, 0.8660, 0.5920], [-2.2831, 1.1936, -0.2464], [-2.7648, 2.0475, 0.0578], [-1.2489, 1.3424, 1.5774], [0.6273, 1.0365, -0.1616]],
  "forces_ev_per_a": [[1.3, 0.1, -0.6], [-3.7, 0.1, 2.4], [-0.8, 1.1, 0.6], [-0.8, -0.2, -0.3], [0.4, 0.7, -1.7], [-0.1, 0.0, 0.1], [0.1, 0.2, 0.2], [-0.2, -0.1, 0.0], [-0.1, -0.1, 0.1], [0.1, 0.0, -0.1], [0.0, 0.3, 0.0], [-0.4, -0.8, -0.3], [1.3, -0.2, 0.6], [0.0, -0.4, 0.0], [0.3, 0.0, -0.3], [2.4, -0.7, -0.8]],
  "nbo_charge": [-0.7304, 0.5505, -0.4061, -0.3604, -0.5391, 0.2024, 0.2560, 0.2378, 0.2390, 0.2051, 0.2007, 0.0212, -0.5988, 0.3487, 0.1734, 0.1998]
}



{
  "formula": "C5H9NO",
  "method": "the ωB97M-V functional and the def2-TZVPD basis",
  "energy_ev": -8865.6869,
  "smiles": "C[C@H]1CC/C1=[NH+]\\[O-]",
  "species": ["C", "C", "C", "C", "C", "N", "O", "H", "H", "H", "H", "H", "H", "H", "H", "H"],
  "positions_angstrom": [[1.3893, 1.0926, 0.7852], [0.4019, 0.5770, -0.2554], [0.7664, -0.7570, -0.9795], [-0.6218, -1.3649, -0.6228], [-0.8727, -0.1192, 0.1615], [-1.9398, 0.2989, 0.7581], [-3.0254, -0.3289, 0.9232], [2.2888, 1.4664, 0.2825], [1.6932, 0.3021, 1.4800], [0.9725, 1.9196, 1.3714], [0.1837, 1.3804, -0.9721], [0.9852, -0.6637, -2.0453], [1.5957, -1.2777, -0.4912], [-0.6133, -2.3073, -0.0657], [-1.3115, -1.4745, -1.4680], [-1.8922, 1.2561, 1.1380]],
  "forces_ev_per_a": [[0.0, 0.0, 0.0], [0.1, 0.1, 0.0], [0.2, -0.1, -0.1], [0.0, -0.1, 0.0], [-0.5, 0.1, 0.1], [0.8, 0.2, -0.1], [-0.3, -0.2, 0.1], [-0.1, -0.1, 0.1], [-0.1, 0.1, -0.1], [0.0, -0.1, -0.1], [0.0, -0.1, 0.1], [0.0, 0.0, 0.1], [-0.1, 0.1, -0.1], [0.0, 0.2, 0.0], [0.1, 0.0, 0.1], [0.0, -0.2, 0.0]],
  "nbo_charge": [-0.6036, -0.2538, -0.3822, -0.4500, 0.1842, -0.0214, -0.5506, 0.2155, 0.2104, 0.2099, 0.2130, 0.2116, 0.2067, 0.2317, 0.2301, 0.3484]
}